160
Properties=species:S:1:pos:R:3:mulliken_charge:R:1 method="wB97M-V/def2-TZVPD" e_above_lowest_ev=0.452 lumo_ev=-4.83 gap_ev=8.3 homo_energy_ev=-13.133 total_energy_ev=-70105.8276 total_charge=+3
C 8.68381 22.07122 18.33178 -1.337
C 9.04187 21.39828 17.01829 -0.560
C 9.68975 20.04248 17.27962 -0.323
C 9.93422 19.52260 15.85380 -1.294
N 10.92040 18.41788 15.76961 0.428
C 12.30456 18.98308 16.07999 -0.412
C 12.82976 19.28922 14.64587 -0.702
C 12.43805 17.99301 13.91212 -0.550
C 10.99868 17.82243 14.38209 -0.646
C 10.59737 17.39724 16.70264 -1.264
H 8.38509 23.07348 18.03565 0.383
H 9.54932 22.18203 19.00192 0.332
H 7.84132 21.71697 18.92075 0.360
H 9.74019 22.08257 16.46535 0.328
H 8.19965 21.32917 16.28702 0.341
H 9.03352 19.38194 17.87495 0.371
H 10.64763 20.08831 17.76691 0.445
H 10.32452 20.26057 15.15728 0.331
H 9.04501 19.16566 15.37384 0.612
H 12.91909 18.20697 16.51298 0.411
H 12.25812 19.84673 16.76329 0.249
H 13.90133 19.44593 14.65728 0.415
H 12.44512 20.18645 14.20840 0.329
H 12.96338 17.11048 14.22418 0.251
H 12.52589 18.04033 12.86650 0.412
H 10.63021 16.82023 14.41110 0.472
H 10.42200 18.42598 13.68161 0.265
H 9.57267 17.09884 16.61689 0.419
H 10.72022 17.73312 17.73506 0.363
H 11.17726 16.51730 16.45895 0.569
C 12.51954 12.05448 14.71101 -1.423
C 13.72834 11.10456 14.46285 0.424
C 14.73954 11.07062 15.58553 -0.783
C 15.86490 10.16130 15.10746 -0.470
N 17.23694 10.41582 15.59563 0.441
C 17.81491 11.82424 15.20515 -0.638
C 19.31308 11.56347 14.98188 -0.808
C 19.53186 10.12017 14.63939 -0.783
C 18.19668 9.36574 14.97529 -0.075
C 17.16359 10.23543 17.07175 -0.913
H 12.90661 13.10795 14.64653 0.207
H 12.14331 11.87920 15.71381 0.333
H 11.60745 11.95004 14.13608 0.438
H 14.30713 11.38138 13.56101 0.144
H 13.30002 10.07766 14.36226 -0.025
H 14.16603 10.73894 16.46985 0.428
H 14.98484 12.11220 15.78302 0.413
H 15.90454 10.16577 14.03783 -0.223
H 15.65374 9.11276 15.29764 0.608
H 17.60822 12.41403 16.04972 0.730
H 17.30238 12.17202 14.30606 0.307
H 19.80193 11.82384 15.95448 0.386
H 19.64891 12.22544 14.23664 0.244
H 20.29151 9.69698 15.28166 0.422
H 19.76296 10.00680 13.59618 0.345
H 18.18631 8.51605 15.63450 0.625
H 17.74785 9.03460 14.02401 -0.261
H 17.02488 9.15803 17.36795 0.303
H 16.30812 10.76069 17.43358 0.363
H 18.18390 10.57728 17.49817 0.377
C 29.64538 19.15836 9.87705 -1.404
C 28.76852 18.16477 9.15406 -0.601
C 27.91674 17.23502 10.13545 -0.434
C 26.63500 16.97403 9.42338 -1.215
N 25.67805 16.00635 10.19543 0.266
C 24.29714 16.19240 9.79952 -0.881
C 23.77602 17.35227 10.59312 -0.960
C 24.83535 17.65609 11.65931 -0.597
C 25.56840 16.36453 11.64359 -0.947
C 26.16893 14.64848 10.00748 -0.890
H 30.38822 19.49251 9.18344 0.425
H 30.29857 18.64931 10.54299 0.372
H 29.17399 20.00789 10.36691 0.350
H 29.30474 17.52404 8.47146 0.395
H 28.06474 18.62085 8.42402 0.403
H 27.62133 17.75937 11.04550 0.299
H 28.50301 16.41383 10.51197 0.479
H 26.75503 16.54670 8.44146 0.436
H 26.16018 17.92854 9.22979 0.484
H 23.99158 15.24191 10.23269 0.670
H 24.12606 16.16668 8.72935 0.428
H 22.78109 17.00374 10.94531 0.463
H 23.50154 18.19429 9.90861 0.388
H 24.43531 17.92757 12.65032 0.516
H 25.47409 18.47782 11.42424 0.253
H 25.04768 15.50343 12.03837 0.614
H 26.50831 16.40422 12.12174 0.563
H 25.96996 14.29266 9.01100 0.393
H 25.82710 13.88824 10.69566 0.386
H 27.27331 14.66748 10.14176 0.320
C 13.23108 6.68239 14.07203 -1.329
C 13.20831 7.50382 12.77014 0.021
C 14.14040 6.86027 11.80734 -0.042
C 13.88577 7.53843 10.52639 -1.448
N 14.65996 6.98018 9.30434 0.049
C 16.14968 7.00188 9.53574 0.179
C 16.71169 6.97998 8.13041 -0.958
C 15.68899 7.70918 7.23016 -0.361
C 14.48199 7.99450 8.19876 -0.592
C 14.19735 5.67865 8.86364 -0.861
H 13.49501 5.61337 13.78236 0.388
H 12.40414 6.78566 14.73751 0.402
H 14.09534 6.94120 14.68435 0.233
H 13.51522 8.47193 13.09623 -0.431
H 12.18567 7.68170 12.41064 0.547
H 13.90881 5.77034 11.83432 0.618
H 15.20806 6.92375 12.14326 0.142
H 14.10408 8.58250 10.56278 0.217
H 12.87485 7.44857 10.28882 0.708
H 16.37800 6.13498 10.12254 0.604
H 16.50530 7.96940 10.04945 -0.426
H 16.88418 5.98200 7.69430 0.328
H 17.67612 7.44462 8.18501 0.485
H 15.43713 7.09182 6.40892 0.313
H 16.04341 8.64412 6.78506 0.199
H 13.49096 7.88461 7.84269 0.592
H 14.60275 9.02461 8.61283 0.149
H 14.97910 5.30124 8.20068 0.389
H 13.14774 5.60660 8.42275 0.270
H 14.24812 5.09330 9.74932 0.382
C 22.89082 13.07167 7.68268 -0.922
C 21.58060 12.42228 8.03184 -0.820
C 20.32199 13.22582 7.93474 -0.402
C 19.10880 12.27469 8.05164 -0.808
N 17.74004 12.90822 7.91837 0.805
C 16.58994 11.96622 7.43389 -0.036
C 15.47707 12.76659 6.78696 -0.759
C 16.24426 14.03742 6.37049 -1.003
C 17.73723 13.96900 6.78272 -0.783
C 17.46795 13.56068 9.21543 -0.720
H 23.06263 13.99275 8.21399 -0.150
H 22.99038 13.27329 6.60820 0.389
H 23.69490 12.45132 8.14272 0.377
H 21.61178 11.89478 8.94738 0.339
H 21.43859 11.58316 7.33504 0.393
H 20.24988 13.72232 6.97635 0.694
H 20.30297 14.02306 8.65179 0.290
H 19.13971 11.76896 9.01941 0.094
H 19.24704 11.49319 7.26869 0.547
H 16.31216 11.40463 8.30991 0.098
H 17.11235 11.19243 6.79108 0.323
H 14.69671 12.94814 7.53624 0.397
H 14.97339 12.11837 6.01018 0.367
H 15.85986 14.92705 6.90964 0.308
H 16.31433 14.29223 5.33993 0.478
H 18.22735 14.88230 7.12029 0.451
H 18.31302 13.50218 5.94958 0.479
H 16.55641 14.07501 9.17767 0.718
H 18.39283 14.20452 9.39927 0.187
H 17.51004 12.76185 10.03922 -0.173
O 18.95290 14.16154 12.10990 -0.407
C 20.00183 13.43132 11.43910 0.702
O 21.10600 14.11333 11.42297 -0.816
O 19.78432 12.29527 11.09040 -0.717
H 19.36163 14.98794 12.34794 0.246
O 17.52493 11.07161 12.26721 0.183
C 16.74869 10.32511 11.44557 0.191
O 16.75212 10.69160 10.23333 -0.786
O 16.11067 9.40081 12.00202 -0.599
H 18.28203 11.35921 11.69450 -0.026